1.
{
  "formula": "C19H28ClO2P2Pt",
  "method": "ωB97M-V with the def2-TZVPD basis set",
  "e_lumo_ha": [-0.4100, -0.5229],
  "total_energy_ev": -58567.60822,
  "fmax_ev_per_a": 5.48,
  "charge": 3,
  "spin_multiplicity": 5,
  "e_homo_ev": [-18.17, -18.86],
  "elements": ["Pt", "Cl", "P", "P", "O", "O", "C", "C", "C", "C", "C", "C", "C", "C", "C", "C", "C", "C", "C", "C", "C", "C", "C", "C", "C", "H", "H", "H", "H", "H", "H", "H", "H", "H", "H", "H", "H", "H", "H", "H", "H", "H", "H", "H", "H", "H", "H", "H", "H", "H", "H", "H", "H"],
  "positions_angstrom": [[-1.02594, -0.11293, -0.40305], [-1.24985, 0.05790, -2.75805], [-0.81822, 2.23370, -0.53240], [-0.97478, -2.34986, 0.33176], [-1.09325, 0.67186, 2.42569], [-3.62674, -0.48952, 2.77099], [1.07238, -0.40598, -0.93452], [3.07227, 0.89455, 2.00325], [-4.05431, -0.05463, 0.42323], [3.46492, 0.16018, -0.67047], [4.53243, 0.66777, 0.10360], [4.33843, 1.02236, 1.41847], [2.66195, -0.87561, -2.70692], [2.14019, 0.07938, -0.08940], [1.98995, 0.45253, 1.25887], [-0.15618, 3.08005, 0.93328], [-0.02905, -3.52765, -0.68696], [-1.73165, 0.22017, 1.49021], [0.27250, 2.79331, -1.86701], [1.38109, -0.99225, -2.14296], [-3.22814, -0.13452, 1.66608], [3.67904, -0.28245, -1.98916], [-2.58938, -3.19389, 0.49093], [-2.43123, 3.00772, -0.83374], [-0.22295, -2.50528, 1.99679], [-0.81846, 2.90833, 1.78889], [5.51723, 0.76281, -0.37387], [-0.15097, 2.46957, -2.82712], [0.99907, 0.38580, 1.72311], [2.82547, -1.24872, -3.70504], [5.18170, 1.39243, 2.00564], [-3.93035, -0.96607, -0.19050], [-5.12030, 0.02316, 0.66991], [-2.85650, 2.59232, -1.75321], [1.02742, -3.23792, -0.70798], [-0.42511, -3.51113, -1.70969], [-3.07466, -3.19710, -0.49051], [-0.13065, -4.53814, -0.26515], [-3.22436, -2.67998, 1.22000], [1.26661, 2.33951, -1.75206], [-2.29065, 4.09047, -0.94091], [-0.09616, -3.57090, 2.23178], [0.83205, 2.67127, 1.17488], [-0.07172, 4.15474, 0.72121], [4.68619, -0.17618, -2.40686], [-3.10276, 2.82051, 0.01210], [-2.41420, -4.22867, 0.81170], [2.93620, 1.14670, 3.05032], [-0.87444, -2.02604, 2.73981], [0.63590, -1.51704, -2.73380], [0.35383, 3.89055, -1.82116], [-3.80708, 0.83644, -0.17206], [0.75323, -2.00361, 2.00207]],
  "forces_ev_per_angstrom": [[0.6, -0.2, -1.4], [-0.8, -0.1, 0.9], [0.5, 2.3, -0.3], [0.3, -2.4, 1.0], [-1.9, -1.5, -3.1], [1.8, 1.0, -3.5], [0.9, 0.2, 1.4], [1.0, 0.3, 0.2], [-0.6, 0.3, -0.5], [-0.7, -0.1, 0.2], [0.3, -0.3, -1.1], [-0.2, 0.3, 1.3], [-1.3, -0.4, 0.1], [0.2, 0.0, -0.7], [-0.7, -0.3, -0.6], [-0.1, -0.7, 0.3], [0.2, 0.6, -0.5], [2.8, 1.8, 3.5], [0.0, -0.4, -0.2], [0.8, -0.3, -1.3], [-3.9, -1.5, 3.6], [1.1, 0.6, 0.7], [-0.1, 0.7, -0.3], [-0.1, -0.5, 0.0], [-0.1, 0.6, -0.3], [0.2, 0.3, -0.1], [-0.4, 0.0, 0.3], [0.2, 0.3, 0.2], [0.6, 0.0, -0.1], [0.1, -0.1, -0.1], [-0.3, -0.1, -0.1], [0.1, 0.4, 0.2], [0.3, -0.1, 0.2], [-0.1, 0.2, 0.1], [-0.2, -0.2, 0.0], [0.1, -0.2, 0.2], [-0.1, -0.1, 0.2], [-0.1, 0.3, 0.0], [0.0, -0.3, -0.1], [-0.2, 0.2, 0.0], [0.1, -0.2, 0.0], [-0.1, 0.3, -0.1], [-0.2, 0.3, -0.1], [-0.1, -0.3, -0.1], [-0.4, -0.1, 0.0], [0.1, 0.2, -0.2], [0.1, 0.2, 0.0], [0.0, 0.0, -0.1], [0.2, -0.3, 0.0], [0.2, 0.2, 0.1], [-0.1, -0.3, 0.0], [0.1, -0.4, 0.1], [-0.2, -0.2, 0.1]],
  "lowdin_charge": [0.7926, 0.3278, 0.7302, 0.7694, 0.1556, 0.2489, -0.2393, 0.0161, 0.0081, -0.1377, 0.0740, 0.0213, 0.0346, -0.1754, -0.0272, -0.1833, -0.1974, -0.4034, -0.2165, -0.1726, -0.3616, 0.0788, -0.1881, -0.2023, -0.1803, 0.0596, 0.1571, 0.0359, 0.0817, 0.1421, 0.1468, 0.0953, 0.1353, 0.0640, 0.0592, 0.0716, 0.0749, 0.0911, 0.0497, 0.0583, 0.0920, 0.0911, 0.0459, 0.0957, 0.1568, 0.0595, 0.0923, 0.1408, 0.0632, 0.0590, 0.0902, 0.0658, 0.0527]
}

=====

2.
{
  "formula": "C5H15N2",
  "method": "ωB97M-V with the def2-TZVPD basis set",
  "e_lumo_ha": -0.1068,
  "total_energy_ev": -8400.54995,
  "fmax_ev_per_a": 5.94,
  "charge": 1,
  "smiles": "CNC[C@H](C)[NH2+]C",
  "e_homo_ev": -13.95,
  "elements": ["N", "N", "C", "C", "C", "C", "C", "H", "H", "H", "H", "H", "H", "H", "H", "H", "H", "H", "H", "H", "H", "H"],
  "positions_angstrom": [[1.23423, -0.04092, -0.07734], [-0.97692, 1.31597, -0.69350], [-1.10942, 0.13698, 0.23313], [0.01193, -2.09981, 0.83495], [-0.12677, -0.93731, -0.12779], [-1.87575, 2.27733, -0.02627], [2.48536, -0.52028, -0.65050], [2.54111, -1.64510, -0.46413], [-1.84757, 3.25705, -0.56831], [-1.38108, 1.23329, -1.56746], [-2.78258, 1.86330, 0.14097], [2.57820, -0.32690, -1.76980], [-1.37719, 2.69771, 0.86449], [-0.13934, -1.32295, -1.22818], [-1.04114, 0.57526, 1.24114], [1.03099, -2.40338, 1.10056], [-2.16423, -0.27945, 0.25989], [1.43742, 0.14657, 1.01228], [-0.45470, -2.96241, 0.45025], [-0.36880, -1.89183, 1.85827], [3.41408, 0.06705, -0.42292], [0.91217, 0.85982, -0.39972]],
  "forces_ev_per_angstrom": [[0.2, -0.4, 4.0], [0.1, 0.1, 3.8], [-2.1, -0.1, -1.5], [0.5, 0.8, 1.6], [2.7, 0.2, -1.0], [4.3, 4.0, -0.8], [1.6, -1.1, -2.5], [0.4, 1.7, -0.2], [-0.8, -1.1, -0.3], [-0.7, -1.2, -2.3], [-3.1, -0.8, 0.6], [-1.1, -0.6, 1.1], [-0.4, -0.9, 0.3], [-0.3, 1.0, 1.9], [0.8, -0.6, -0.2], [0.2, 0.2, -0.7], [1.0, 0.2, -0.3], [-0.8, -0.7, -2.9], [-0.7, -1.0, -0.4], [-0.4, 0.1, -0.8], [-1.1, -0.7, 1.1], [-0.2, 0.9, -0.8]],
  "lowdin_charge": [-0.0200, -0.1004, -0.2108, -0.0427, -0.2429, -0.1099, -0.0557, 0.1179, 0.1116, 0.0843, 0.0474, 0.1192, 0.0970, 0.1902, 0.1301, 0.0854, 0.1574, 0.2350, 0.0756, 0.1069, 0.1144, 0.1101]
}

=====

3.
{
  "formula": "C6H18AgCl2FO8P2",
  "method": "ωB97M-V with the def2-TZVPD basis set",
  "e_lumo_ha": 0.0995,
  "total_energy_ev": -73234.13410,
  "fmax_ev_per_a": 4.27,
  "charge": -2,
  "e_homo_ev": -1.81,
  "elements": ["Ag", "Cl", "Cl", "P", "P", "F", "O", "O", "O", "O", "O", "O", "O", "O", "C", "C", "C", "C", "C", "C", "H", "H", "H", "H", "H", "H", "H", "H", "H", "H", "H", "H", "H", "H", "H", "H", "H", "H"],
  "positions_angstrom": [[2.35850, 1.08002, -3.20667], [2.18563, -2.61052, -5.84988], [1.33241, 4.26614, -6.41325], [-3.17855, 1.77260, -1.60946], [2.79662, -1.87586, 2.11543], [6.14884, 1.81408, -4.05890], [1.62411, -1.80036, 3.25264], [-3.55736, 0.92144, -2.91773], [-3.99977, 3.14294, -1.77096], [-1.66482, 1.90148, -1.54577], [4.22100, -1.84237, 2.98975], [2.65892, -3.38591, 1.63528], [2.57304, -0.83086, 1.11716], [-3.93894, 1.05280, -0.43938], [-3.34625, -0.11319, 0.11709], [-3.24118, -0.42433, -3.13070], [-3.49323, 4.38835, -1.37955], [1.58361, -3.72976, 0.86981], [4.61037, -0.63571, 3.64570], [1.39302, -0.52086, 3.72044], [0.32693, -0.29635, 3.75425], [-2.35421, -0.69938, -2.55996], [-3.04496, 4.96985, -2.18517], [-3.04389, -0.76130, -4.14836], [5.68219, -0.52866, 3.47890], [4.58255, -0.79057, 4.72428], [-2.27007, -0.17226, -0.04555], [-4.05442, 5.11363, -0.79038], [-3.88465, -0.99605, -0.22756], [-4.14211, -0.95792, -2.82789], [1.60264, -3.50357, -0.19629], [4.12201, 0.31117, 3.41540], [1.32034, -4.78612, 0.92362], [1.84101, 0.24296, 3.08483], [-3.56230, -0.08409, 1.18507], [1.89937, -0.52011, 4.68569], [-2.70970, 4.24335, -0.63581], [0.62331, -3.35484, 1.22387]],
  "forces_ev_per_angstrom": [[0.6, 0.1, -0.9], [-0.2, 0.0, 0.3], [-0.2, 0.0, 0.2], [3.5, 0.6, -2.4], [0.1, 0.1, 1.4], [-0.4, -0.1, 0.4], [1.0, -1.8, -1.7], [-0.6, 2.3, -0.2], [-0.8, -1.4, -0.2], [-3.1, -0.2, 0.9], [-2.5, -0.3, -1.8], [2.3, 1.1, 1.5], [0.6, -0.1, 0.0], [-0.1, 0.3, 0.4], [-0.5, -0.6, 1.0], [-0.1, -1.2, 0.8], [2.5, 1.2, 1.2], [-3.4, -1.2, -1.6], [1.3, -0.1, 0.8], [0.1, 1.3, 0.8], [0.0, -0.2, 0.3], [-0.1, -0.2, 0.1], [-0.1, -0.5, -0.4], [0.0, 1.1, -0.3], [0.0, 0.2, -0.5], [-0.6, -0.1, 0.1], [-0.1, 0.0, -0.1], [-1.7, -0.7, -0.4], [0.3, 0.0, -0.4], [0.2, -0.6, 0.3], [0.7, 0.4, 0.1], [-0.3, -0.4, -0.5], [1.0, -0.4, 0.2], [0.0, 0.0, -0.1], [0.3, 0.2, 0.1], [-0.5, 0.7, 0.4], [0.6, -0.3, -0.3], [0.1, 0.9, 0.3]],
  "lowdin_charge": [0.8341, -0.9533, -0.9573, 0.4374, 0.4852, -0.9209, -0.2230, -0.2127, -0.1901, -0.2664, -0.2129, -0.1763, -0.2190, -0.2053, -0.1091, -0.1131, -0.1316, -0.1612, -0.1266, -0.1615, 0.0932, 0.0880, 0.1002, 0.0984, 0.0886, 0.0827, 0.0895, 0.0814, 0.0855, 0.0843, 0.1056, 0.0884, 0.0905, 0.0737, 0.0847, 0.0869, 0.0776, 0.0845]
}